{"formula": "C46H70N4O28P2", "method": "the ωB97M-V functional and the def2-TZVPD basis", "lumo_energy_ev": -0.8, "homo_ha": -0.369, "gap_ev": 9.2, "spin_multiplicity": 1, "smiles": "O=[N+]([O-])c1ccccc1.O=[N+]([O-])c1ccccc1.O=[N+]([O-])c1ccccc1.O=[N+]([O-])c1ccccc1.COP(=O)(OC)OC.COP(=O)(OC)OC.CCOC(=O)OC.CCOC(=O)OC.CCOC(=O)OC.CCOC(=O)OC", "elements": ["O", "O", "C", "C", "C", "C", "O", "O", "H", "H", "C", "H", "O", "C", "C", "H", "O", "H", "H", "H", "H", "O", "C", "C", "C", "C", "H", "H", "C", "N", "O", "O", "C", "H", "H", "H", "H", "H", "O", "C", "H", "C", "H", "H", "C", "H", "C", "C", "H", "O", "H", "O", "C", "H", "O", "H", "O", "H", "N", "H", "O", "H", "C", "C", "H", "N", "C", "H", "H", "O", "C", "O", "H", "C", "H", "C", "C", "H", "C", "H", "H", "C", "H", "N", "C", "H", "H", "H", "O", "O", "O", "H", "H", "H", "H", "O", "H", "C", "H", "H", "H", "H", "C", "H", "C", "O", "H", "C", "H", "H", "O", "P", "C", "H", "H", "H", "H", "H", "O", "C", "C", "H", "H", "C", "H", "H", "C", "C", "H", "C", "C", "H", "H", "H", "O", "P", "H", "O", "H", "O", "H", "C", "O", "H", "H", "C", "C", "C", "H", "C"], "xyz": [[0.8932, -0.8087, 0.2955], [-3.6569, -1.2330, -11.7515], [-0.8001, -1.3288, -11.3515], [-2.9414, 5.2534, -8.1915], [-0.1848, -9.4888, -0.6166], [-7.6985, -4.5059, 2.6963], [8.2876, -1.3417, -4.8753], [6.0040, -7.0007, 3.3525], [-3.8007, 4.9213, -8.7553], [0.3030, -10.2092, 0.0232], [-10.2662, -5.3807, 3.0782], [4.8292, -7.1951, 7.4094], [7.3987, 0.9552, -5.5074], [-3.1511, 10.0567, 4.6946], [-0.8259, 6.4717, -8.3190], [-4.2493, -0.4238, -14.4001], [5.1846, -7.0097, 5.4100], [6.2027, -1.2054, 8.5892], [0.3345, 14.8555, 3.3559], [-5.0205, 1.6873, -15.5672], [6.7677, -5.4057, 4.5640], [8.6835, 0.5348, -3.2887], [-0.2395, 14.1239, 3.9247], [-1.1710, -7.6959, -2.5701], [-4.7755, 0.9266, 6.8987], [-2.6738, 4.9161, -6.8771], [-3.3771, 4.3058, -6.3299], [8.5085, -3.2015, -5.7643], [0.5167, -9.2837, -1.7801], [4.9975, 1.0732, 7.4939], [0.4044, -7.5172, -4.8295], [1.4354, 7.2597, -6.9981], [-0.0308, -8.4844, -2.8124], [-0.7665, -2.0224, -12.1917], [-6.8847, 1.1572, 5.3515], [-6.2298, 2.7962, 5.5387], [0.1315, -0.0191, -2.8486], [0.9926, 3.4916, 1.1098], [-1.6020, -0.2804, -11.7495], [-1.3407, -8.7417, -0.3556], [-2.1527, 6.1888, -9.9275], [1.0427, 0.3787, -2.4018], [-3.3056, 1.7548, -15.4313], [-2.7133, -7.2651, -1.2242], [8.3557, -2.1501, -6.0078], [-5.1692, 0.5054, -13.2661], [-1.1105, 11.2019, 4.3926], [4.4658, -0.4038, 11.3715], [-6.2327, 0.8070, 3.1859], [-3.6185, 0.2822, 6.9439], [-1.3795, 5.3173, -5.1595], [4.7933, -8.7969, 4.0081], [-8.0009, -5.1670, 3.8816], [6.7007, 2.2297, -7.1301], [-7.1045, -6.0926, 5.8236], [2.6735, -7.5790, 7.5878], [-1.9845, 10.7257, 5.2996], [-3.6859, 10.6274, 3.9353], [-6.8734, -5.5699, 4.7133], [-4.2656, -1.3920, 7.8944], [0.5037, 1.5529, 1.2424], [-0.5695, 14.7372, 4.7632], [3.9955, 1.1915, 9.6794], [-4.2437, 0.5124, -13.8419], [1.7082, -1.4623, 2.1639], [0.7661, -8.3174, -3.9982], [7.4673, 0.7853, -2.6138], [2.3477, -7.7820, 5.7992], [1.4142, -9.8821, -1.7252], [4.7703, 2.2266, 7.3218], [-1.5348, 5.4607, -6.2186], [-5.7430, -5.3667, 4.2913], [-1.2835, -1.9248, -10.5774], [4.8495, 0.5343, 8.7998], [7.0592, -0.2037, -2.4052], [5.6150, -0.5877, 9.2521], [-4.2147, 1.6932, -14.8331], [-9.7246, -5.9001, 5.0496], [-8.6730, -4.1830, 1.7486], [7.2934, -5.3546, 2.8757], [1.0264, 12.3924, 3.5469], [2.9340, -7.2839, 6.5713], [3.5229, 2.1205, 9.3964], [0.5545, 6.8005, -6.2889], [-2.8706, -0.3402, -12.0913], [-8.4632, -3.6989, 0.8063], [-3.8909, 9.8683, 5.4725], [6.8362, 1.3949, -3.2604], [-4.8940, 1.3224, 5.5661], [-1.4370, 0.4156, -0.1441], [5.3231, 0.3390, 6.5471], [-0.2659, 3.1171, 2.3136], [-11.2914, -5.7155, 3.1360], [5.9701, -1.9180, 11.0521], [0.0660, -0.9011, 2.2977], [0.7573, 1.2482, -1.3001], [1.7744, -0.3442, -2.0413], [4.4223, -7.5653, 6.4684], [5.6542, -4.9247, 3.3834], [1.4568, 13.1748, 4.9941], [-1.6038, -7.0485, -3.3183], [4.6068, -8.6396, 6.4693], [6.4724, -5.6280, 3.5386], [0.2350, -1.0981, -11.0997], [0.7700, -1.3780, 1.6156], [-1.1133, 11.0618, 3.1442], [-7.1931, 2.3289, 3.1808], [-9.9579, -4.6545, 1.9414], [-2.4477, -1.2306, 7.8076], [4.3316, -0.6582, 12.4124], [-3.0657, 0.6171, -13.0158], [0.0458, 0.5632, 0.0341], [3.7116, 0.6830, 10.9447], [-0.5675, 3.1144, 0.5100], [8.4168, 2.2475, -6.8173], [7.4262, -1.9431, -6.5383], [-3.1341, -0.3421, 8.9113], [1.5073, 1.0076, -3.1613], [1.7190, -9.0019, -4.1271], [-6.2577, 1.8562, 3.4804], [-1.9858, 5.9896, -8.8793], [-4.3708, 2.6837, -14.4057], [-1.1386, 13.9131, 3.3456], [5.4385, -1.0927, 10.6020], [-2.8364, 9.0906, 4.3000], [7.6930, 1.3447, -1.7060], [0.5843, 12.9185, 4.3930], [-6.0783, 1.8295, 5.0584], [-6.7180, -4.0926, 2.5112], [5.3576, -7.7522, 4.2638], [-9.3206, -5.5572, 4.1085], [-10.6899, -4.3593, 1.2042], [-0.1561, 7.0673, -8.9214], [3.1252, 1.0439, 11.7767], [-5.5941, 1.0311, 7.8000], [8.7285, 0.2096, -4.9171], [7.6841, 0.8638, -7.5863], [0.5512, 6.9877, -5.1110], [-1.8844, -8.8420, 0.5722], [-0.3189, 12.0768, 5.0874], [0.4869, -2.4054, 1.3868], [7.5343, 1.6078, -6.8039], [9.9887, 0.6268, -5.5974], [2.6958, -6.2221, 6.6357], [-5.7008, 2.6400, 2.9669], [-3.4052, -0.7236, 7.9269], [-0.6446, 6.2246, -6.9545], [0.1187, 2.8759, 1.3226], [9.1505, -1.8307, -6.6819], [-1.8087, -7.8409, -1.3529]], "lowdin_charge": [-0.23, 0.10, -0.06, -0.07, -0.08, 0.00, -0.22, 0.00, 0.11, 0.11, -0.06, 0.12, -0.25, -0.02, 0.00, 0.12, -0.01, 0.11, 0.07, 0.07, 0.09, -0.23, -0.07, 0.00, -0.53, -0.05, 0.10, 0.09, -0.01, -0.38, 0.08, 0.06, -0.13, 0.10, 0.12, 0.12, 0.09, 0.09, 0.00, -0.04, 0.11, -0.11, 0.07, 0.10, -0.12, 0.12, -0.52, -0.10, 0.08, -0.01, 0.12, 0.13, -0.15, 0.09, 0.06, 0.08, 0.00, 0.09, -0.33, 0.11, -0.23, 0.07, 0.00, -0.19, 0.09, -0.40, -0.11, 0.08, 0.12, 0.10, 0.01, 0.07, 0.10, -0.16, 0.09, 0.03, -0.07, 0.12, -0.06, 0.09, 0.12, -0.06, 0.12, -0.36, -0.56, 0.11, 0.09, 0.08, 0.00, -0.26, 0.06, 0.10, 0.11, 0.10, 0.09, -0.24, 0.08, -0.24, 0.09, 0.12, 0.12, 0.12, -0.02, 0.10, -0.10, 0.08, 0.07, -0.09, 0.09, 0.10, 0.03, 0.50, -0.06, 0.09, 0.08, 0.09, 0.09, 0.09, 0.10, -0.05, -0.09, 0.07, 0.08, -0.03, 0.09, 0.09, -0.21, -0.24, 0.12, -0.53, 0.01, 0.11, 0.12, 0.11, 0.12, 0.50, 0.08, 0.09, 0.10, 0.00, 0.09, -0.09, -0.24, 0.07, 0.07, -0.04, -0.14, -0.13, 0.09, -0.07]}

***

{"formula": "C4H11N2O", "method": "the ωB97M-V functional and the def2-TZVPD basis", "lumo_energy_ev": -3.7, "homo_ha": -0.491, "total_charge": 1, "gap_ev": 9.7, "spin_multiplicity": 1, "smiles": "CN(C)C(=O)C[NH3+]", "elements": ["N", "C", "H", "H", "C", "H", "H", "H", "H", "H", "C", "H", "O", "C", "N", "H", "H", "H"], "xyz": [[-0.8147, 0.4331, -2.4153], [-0.8814, 0.6891, -0.9888], [0.8101, -1.6430, 2.2764], [-1.9134, 0.8259, -0.6352], [1.3422, -1.4643, 1.4140], [-1.1886, -0.6095, -2.6362], [2.1864, -1.1112, 1.7348], [0.8847, 1.6336, 1.2922], [0.5075, 0.5723, 2.6806], [-0.5741, 1.6434, -0.4723], [-0.3116, -0.5417, -0.3049], [1.4700, -2.2484, 0.6912], [-0.1634, -1.5081, -1.0733], [0.1674, 0.8681, 1.6432], [0.4046, -0.3939, 0.8610], [-1.2627, 1.2580, -2.9892], [0.1182, 0.3869, -2.8016], [-0.7811, 1.2098, 1.7235]], "lowdin_charge": [0.15, -0.12, 0.07, 0.15, 0.06, 0.24, 0.04, 0.11, 0.12, 0.14, -0.42, 0.10, 0.02, -0.02, -0.10, 0.23, 0.16, 0.05]}

***

{"formula": "C4H9NO", "method": "the ωB97M-V functional and the def2-TZVPD basis", "lumo_energy_ev": 0.5, "homo_ha": -0.320, "gap_ev": 9.2, "spin_multiplicity": 1, "elements": ["H", "H", "C", "C", "C", "N", "H", "H", "H", "H", "H", "C", "H", "H", "O"], "xyz": [[1.5747, 1.5160, -1.3621], [0.6434, 1.3272, -2.8292], [-0.2338, 0.5569, -0.9223], [1.5978, -0.6280, 0.0864], [-0.5245, -0.2717, 1.4810], [0.8435, 0.9277, -1.8198], [-0.8151, 1.4337, -0.5341], [2.1380, -1.0517, 0.9772], [2.2135, -0.5682, -0.8305], [-0.0455, -1.0718, 2.1248], [-0.4828, 0.6784, 2.0503], [0.3295, -0.2101, 0.1846], [-2.2772, -1.0701, 1.9710], [-1.0368, -0.0789, -1.4038], [-1.8539, -0.5364, 0.9496]], "lowdin_charge": [0.09, 0.12, -0.30, 0.03, -0.25, -0.07, 0.12, 0.07, 0.06, 0.12, 0.12, -0.33, 0.24, 0.14, -0.17]}